(1)
Below is a molecular structure, C29H29BMgN10O8S, with properties calculated with the ωB97M-V functional and the def2-TZVPD basis.

frontier orbital gap (alpha / beta) = 8.82 / 6.05 eV
charge = -1
F_max = 0.94 eV/Å
lowest unoccupied orbital energy (alpha / beta) = 2.12 / -0.61 eV
⟨S²⟩ = 0.78
multiplicity = 2

Structure (XYZ):
```
79
Properties=species:S:1:pos:R:3:forces:R:3
Mg 0.3036 -1.2562 0.1399 0.408 -0.615 -0.105
C -3.1321 -1.2386 -1.6569 0.015 0.015 0.012
C -2.8848 -0.4272 -0.4256 -0.001 -0.055 -0.122
C -3.7931 0.3969 0.2573 -0.004 -0.027 0.000
C -3.0850 0.9012 1.3254 -0.044 0.006 -0.003
N -1.8378 0.4089 1.2704 0.121 -0.073 -0.062
N -1.7054 -0.4128 0.1892 -0.191 0.416 0.335
B -0.6991 0.5986 2.3133 0.092 -0.061 0.009
N -0.3461 -0.8000 2.8917 -0.046 -0.065 -0.214
C 0.0971 -1.1268 4.1181 0.037 0.045 -0.011
C 0.2511 -2.4896 4.1811 0.027 -0.034 0.008
C -0.0945 -2.9458 2.9011 -0.069 -0.053 -0.059
C -0.1172 -4.3508 2.3968 0.071 0.005 0.025
N -0.4412 -1.9313 2.1208 -0.054 0.352 0.382
N 0.5491 1.2202 1.6240 -0.090 -0.129 -0.112
C 1.3999 2.1789 2.0166 -0.010 0.025 0.017
C 2.4593 2.2091 1.1341 0.038 0.040 -0.008
C 2.1932 1.1903 0.2113 -0.018 -0.127 -0.122
C 3.0146 0.6891 -0.9291 -0.019 -0.014 0.044
N 1.0377 0.6051 0.5068 0.081 0.683 0.637
N -1.2135 1.5157 3.4171 -0.116 0.072 -0.112
C -2.0071 1.1724 4.4597 0.063 -0.012 0.027
C -2.5798 2.3158 4.9534 -0.016 0.037 -0.001
C -2.0921 3.3449 4.1176 -0.033 0.062 -0.023
C -2.4073 4.8067 4.1626 0.012 -0.032 -0.009
N -1.2880 2.8575 3.1895 0.019 -0.133 0.089
H -4.1426 -1.0560 -2.0194 0.000 -0.019 -0.010
H -3.0292 -2.3059 -1.4530 -0.010 0.005 0.024
H -2.4205 -1.0072 -2.4488 -0.013 0.021 0.014
H -4.8223 0.5860 0.0035 0.022 0.002 -0.010
H -3.3873 1.5722 2.1136 0.037 -0.004 -0.014
H 0.2727 -0.3675 4.8623 -0.003 -0.007 -0.003
H 0.6007 -3.0755 5.0138 -0.014 0.014 -0.008
H -0.8467 -4.9404 2.9547 0.000 -0.014 -0.006
H 0.8626 -4.8152 2.5175 0.002 0.009 -0.014
H -0.3907 -4.3789 1.3425 -0.003 0.016 -0.005
H 1.1857 2.7843 2.8797 -0.029 -0.006 -0.018
H 3.3130 2.8647 1.1610 -0.013 -0.016 -0.014
H 3.6519 1.4742 -1.3335 -0.010 0.000 -0.008
H 2.3739 0.3007 -1.7224 0.002 0.014 -0.009
H 3.6450 -0.1318 -0.5804 0.002 0.007 -0.002
H -2.1006 0.1462 4.7730 -0.037 0.003 -0.021
H -3.2473 2.4054 5.7942 0.016 -0.003 -0.003
H -2.5793 5.1401 5.1858 0.015 -0.001 0.001
H -3.3060 5.0298 3.5841 -0.007 -0.004 0.013
H -1.5865 5.3825 3.7378 -0.001 -0.005 0.001
O 2.1681 -6.6359 -2.0340 0.000 0.036 0.012
C 1.9075 -5.3916 -1.5549 0.011 -0.074 -0.065
C 2.4747 -4.9232 -0.3757 0.059 -0.041 0.001
C 2.1329 -3.6569 0.0563 -0.146 0.097 -0.066
N 1.2887 -2.9043 -0.6399 -0.147 -0.370 -0.231
C 0.7929 -3.3235 -1.8087 0.117 0.163 0.072
C 1.0601 -4.5778 -2.3063 0.012 0.001 -0.025
C -0.0014 -2.2346 -2.5447 0.174 0.091 0.191
O -0.5263 -2.4844 -3.6183 -0.040 0.001 -0.050
O 0.0064 -1.1135 -1.9135 -0.234 -0.161 -0.119
C 2.6833 -2.9839 1.3289 0.017 0.180 -0.033
O 3.4071 -3.6800 2.0468 -0.031 -0.006 0.023
O 2.3115 -1.7853 1.4502 -0.023 -0.198 -0.058
H 2.7739 -7.0807 -1.4317 0.012 -0.011 0.001
H 3.1738 -5.5068 0.2119 -0.020 0.000 0.009
H 0.6437 -4.9007 -3.2497 0.020 0.003 0.003
N -0.5620 1.8681 -1.5472 0.372 0.053 0.099
C -0.0852 2.2800 -2.7111 -0.065 0.085 -0.231
C -0.1229 1.4110 -3.8525 -0.008 0.048 0.184
C 0.3172 1.8745 -5.0541 0.219 0.284 -0.071
C 0.8473 3.1819 -5.1669 -0.210 -0.087 0.277
C 0.8727 4.0474 -4.0393 0.125 -0.140 -0.294
C 0.4278 3.6122 -2.8360 -0.149 -0.177 0.074
S 1.4205 3.8087 -6.7328 -0.099 0.065 -0.091
O 0.2345 4.5463 -7.1445 0.011 0.006 -0.017
O 1.7173 2.6316 -7.5174 0.017 -0.033 -0.024
O 2.5546 4.6376 -6.3810 0.063 0.029 0.019
H -0.3969 2.4320 -0.7244 -0.137 -0.019 0.024
H -0.7138 0.8794 -1.3761 -0.177 -0.187 -0.139
H -0.4700 0.3925 -3.7188 -0.029 0.049 0.009
H 0.3025 1.2528 -5.9389 0.051 -0.006 0.006
H 1.2787 5.0412 -4.1705 0.016 -0.013 -0.022
H 0.4528 4.2457 -1.9572 -0.013 -0.011 0.004
```
Positions in Å, forces in eV/Å.

Löwdin atomic charge list, values in e, 8 entries: 0.6313 -0.0114 -0.3255 -0.0115 -0.0503 0.0311 0.0322 -0.6435

***

(2)
Below is a molecular structure, BrClH3N2P in a non-equilibrium geometry, with properties calculated with the ωB97M-V functional and the def2-TZVPD basis.

frontier orbital gap = 8.00 eV
charge = 0
F_max = 3.84 eV/Å
lowest unoccupied orbital energy = -1.89 eV
multiplicity = 1

Structure (XYZ):
```
8
Properties=species:S:1:pos:R:3:forces:R:3
N 0.0584 0.4555 -1.7007 -0.742 -0.611 1.591
N 0.2558 0.0553 1.0811 -3.697 0.988 0.366
P -0.6758 0.6450 -0.3508 1.165 -2.495 1.117
Cl -1.0100 2.5070 0.1446 -0.601 0.709 0.510
Br -3.2894 -0.4462 0.0172 2.255 0.967 -0.261
H -0.4030 0.7480 -2.5451 -0.079 0.151 -0.264
H -0.4734 0.1081 1.9368 2.170 -0.150 -2.499
H 0.6290 -0.9032 1.0681 -0.469 0.442 -0.560
```
Positions in Å, forces in eV/Å.

Charge distribution, natural (NBO) scheme, values in e: -1.1840 -1.1029 1.6907 -0.1912 -0.4556 0.4101 0.4164 0.4164

***

(3)
Below is a single C6H8Cl2 molecule in a non-equilibrium geometry, with properties calculated with the ωB97M-V functional and the def2-TZVPD basis.

frontier orbital gap = 9.92 eV
charge = 0
F_max = 3.99 eV/Å
lowest unoccupied orbital energy = 0.83 eV
structure (SMILES) = C=C(/C=C(/C)Cl)CCl
multiplicity = 1

Structure (XYZ):
```
16
Properties=species:S:1:pos:R:3:forces:R:3
C 0.6827 -1.8387 0.7617 -2.210 -0.818 2.092
C 0.8637 -0.7070 0.1365 1.271 -0.940 -0.761
C 0.0017 0.4134 0.2586 -3.328 2.190 0.218
C -1.3304 0.5072 -0.0737 3.291 -0.165 0.291
C -2.0893 1.7795 0.0658 0.449 0.120 0.361
Cl -2.1513 -0.8989 -0.6678 -0.312 0.227 -0.234
C 2.0303 -0.6534 -0.8005 -0.261 -0.605 -0.543
Cl 3.1987 0.5886 -0.3061 0.369 0.084 0.032
H 1.3364 -2.6657 0.7076 0.746 -0.696 -0.306
H -0.1913 -2.0001 1.4495 0.905 0.319 -0.764
H 0.3751 1.3121 0.7735 0.146 -0.307 -0.603
H -2.4508 2.2011 -0.8702 0.348 -0.032 -0.239
H -2.9762 1.4935 0.5836 -0.840 0.321 0.816
H -1.4722 2.5272 0.6346 -0.777 -0.711 -0.578
H 2.4825 -1.6695 -0.8465 0.071 0.973 0.087
H 1.6905 -0.3893 -1.8065 0.134 0.038 0.131
```
Positions in Å, forces in eV/Å.

natural (NBO) atomic charge list, values in e, 8 entries: -0.3265 -0.0791 -0.2609 0.0151 -0.6497 -0.0049 -0.3830 -0.0619

***

(4)
Below is 2 unconnected molecules or ions with the total composition C2H2OS2 in a non-equilibrium geometry, with properties calculated with the ωB97M-V functional and the def2-TZVPD basis.

frontier orbital gap (alpha / beta) = 6.13 / 6.13 eV
charge = 0
F_max = 5.27 eV/Å
lowest unoccupied orbital energy (alpha / beta) = -2.67 / -2.67 eV
multiplicity = 1

Structure (XYZ):
```
7
Properties=species:S:1:pos:R:3:forces:R:3
C 0.7582 0.8764 -0.1435 -1.980 1.282 0.948
C 2.0336 0.3194 0.1327 2.809 -2.040 0.473
O 0.0520 1.8068 0.2893 1.785 -1.373 -0.744
S 3.4485 -0.3737 -0.0218 -3.107 1.582 0.422
S -0.5318 -1.2019 0.1129 4.205 -2.700 -1.664
H 0.7651 0.4294 -1.1468 -0.666 0.246 -1.118
H -1.3954 -0.4713 0.5597 -3.046 3.002 1.684
```
Positions in Å, forces in eV/Å.

Charge distribution, natural (NBO) scheme, values in e: 0.1257 0.0146 -0.5699 0.3795 -0.2947 0.2484 0.0964

***

Q: Which formula does entry 1 have?
A: C29H29BMgN10O8S

***

Q: The lowest F_max belongs to which entry?
A: C29H29BMgN10O8S